Entry from the Open Molecules 2025 dataset: a structure of composition C19H15NPdSSe3SiTe (ωB97M-V with the def2-TZVPD basis set).

Its energy above the lowest of the compared OMol25 structures with the same formula, charge and spin is 0.0 kJ/mol. Its LUMO energy is 4.23 eV. The HOMO energy is -1.1 eV. The value obtained for the gap between HOMO and LUMO is 5.335 eV. The total energy comes out at -9075.84779 a.u.

ORCA input file:
```
! RIJCOSX wB97M-V def2-TZVPD def2/J DEFGRID3
* xyz -2 1
Pd 2.0542 -1.6618 1.0949
Se 3.4119 -0.6923 -0.6722
Se 3.5390 -3.0385 -0.8723
Te 2.9809 -4.2901 1.3654
Se 0.5712 -3.6701 1.6244
C 0.8790 4.2997 0.3325
C -0.2480 3.7163 -0.2382
C -0.3472 2.3345 -0.3101
C 0.6803 1.5020 0.1500
C 1.7934 2.1091 0.7254
C 1.8935 3.4923 0.8237
Si 0.4663 -0.3869 0.0933
C 0.0716 -0.8757 -1.6946
C -0.2093 -2.2161 -1.9779
C -0.4917 -2.6354 -3.2713
C -0.4956 -1.7221 -4.3184
C -0.2062 -0.3891 -4.0594
C 0.0756 0.0229 -2.7627
C -1.2126 -0.5944 0.9839
C -1.2730 -0.4685 2.3774
C -2.4804 -0.5472 3.0548
C -3.6646 -0.7621 2.3565
C -3.6255 -0.8942 0.9765
C -2.4109 -0.8069 0.3031
H 0.9527 5.3791 0.4119
H -1.0543 4.3395 -0.6107
H -1.2465 1.8901 -0.7264
H 2.5871 1.5003 1.1378
H 2.7597 3.9257 1.3090
H -0.1865 -2.9432 -1.1716
H -0.6965 -3.6829 -3.4623
H -0.7092 -2.0489 -5.3305
H -0.1900 0.3317 -4.8703
H 0.3177 1.0647 -2.5827
H -0.3536 -0.3190 2.9352
H -2.4967 -0.4506 4.1346
H -4.6081 -0.8325 2.8869
H -4.5405 -1.0707 0.4205
H -2.3973 -0.9201 -0.7768
S 2.5337 -0.5729 3.5032
C 3.4635 0.8095 3.3879
N 4.1129 1.7747 3.3197
*
```